Record 1
{
  "formula": "C20H24ClN3O2",
  "method": "ωB97M-V with the def2-TZVPD basis set",
  "homo_energy_ev": -8.27,
  "smiles": "Cc1oc(-c2cccc(Cl)c2)nc1CN1CCC(C(=O)NC2CC2)CC1",
  "lumo_energy_ha": 0.01494,
  "relative_energy_ev": 0.824,
  "energy_ev": -42217.444,
  "fmax_ev_per_a": 1.23,
  "orbital_gap_ev": 8.673,
  "species": ["C", "C", "O", "C", "C", "C", "C", "C", "C", "Cl", "C", "N", "C", "C", "N", "C", "C", "C", "C", "O", "N", "C", "C", "C", "C", "C", "H", "H", "H", "H", "H", "H", "H", "H", "H", "H", "H", "H", "H", "H", "H", "H", "H", "H", "H", "H", "H", "H", "H", "H"],
  "positions_angstrom": [[-1.518, 0.066, -2.272], [-1.129, -0.947, -1.263], [-0.490, -2.081, -1.641], [-0.280, -2.772, -0.498], [0.386, -4.054, -0.521], [0.814, -4.619, -1.722], [1.447, -5.848, -1.718], [1.662, -6.526, -0.530], [1.233, -5.956, 0.661], [1.499, -6.798, 2.146], [0.598, -4.730, 0.681], [-0.733, -2.154, 0.556], [-1.281, -0.992, 0.098], [-1.926, 0.002, 1.003], [-1.516, 1.356, 0.665], [-2.345, 2.359, 1.309], [-1.980, 3.747, 0.792], [-0.498, 4.036, 1.062], [-0.200, 5.472, 0.641], [-0.653, 6.412, 1.263], [0.564, 5.631, -0.461], [0.913, 6.916, -0.974], [1.062, 7.106, -2.452], [2.273, 7.134, -1.563], [0.330, 2.930, 0.414], [-0.115, 1.581, 0.975], [-0.683, 0.274, -2.939], [-2.350, -0.296, -2.876], [-1.814, 0.971, -1.751], [0.646, -4.090, -2.647], [1.778, -6.286, -2.647], [2.155, -7.485, -0.523], [0.261, -4.282, 1.601], [-3.013, -0.060, 0.883], [-1.681, -0.268, 2.043], [-2.232, 2.334, 2.407], [-3.390, 2.144, 1.070], [-2.166, 3.791, -0.283], [-2.596, 4.501, 1.281], [-0.343, 4.007, 2.147], [0.937, 4.830, -0.944], [0.459, 7.696, -0.378], [0.718, 8.030, -2.889], [0.924, 6.246, -3.091], [2.765, 8.077, -1.386], [2.950, 6.293, -1.604], [0.160, 2.909, -0.665], [1.395, 3.070, 0.611], [0.065, 1.555, 2.065], [0.469, 0.778, 0.518]],
  "forces_ev_per_a": [[0.075, -0.372, -0.131], [-0.408, 0.618, 0.980], [0.203, -0.351, -0.158], [-0.497, 0.742, 0.789], [0.314, -0.519, -0.314], [-0.092, 0.149, 0.137], [0.032, -0.066, 0.029], [-0.013, 0.015, 0.044], [-0.036, 0.124, -0.242], [0.033, -0.107, 0.197], [-0.021, 0.071, -0.148], [0.432, -0.858, -0.069], [0.006, 0.211, -1.070], [-0.058, 0.013, -0.072], [-0.061, 0.008, 0.206], [-0.119, 0.191, -0.233], [-0.014, -0.069, 0.360], [-0.142, 0.122, -0.208], [0.073, -0.437, 0.111], [-0.184, 0.238, 0.212], [0.274, -0.169, -0.377], [-0.007, 0.224, -0.018], [-0.141, 0.066, -0.050], [0.088, 0.068, 0.120], [0.007, -0.083, 0.381], [0.189, 0.055, -0.297], [0.036, 0.102, -0.078], [-0.055, 0.036, -0.097], [0.014, 0.031, -0.013], [-0.006, 0.029, -0.082], [0.028, -0.037, -0.073], [0.039, -0.082, 0.031], [-0.013, -0.004, 0.131], [0.044, 0.048, 0.126], [-0.063, 0.012, -0.039], [-0.033, -0.022, -0.006], [0.022, -0.014, 0.082], [-0.040, 0.016, -0.054], [0.006, 0.028, -0.027], [0.022, 0.054, -0.070], [-0.093, -0.058, 0.151], [0.083, 0.004, -0.116], [-0.031, 0.102, -0.005], [-0.006, -0.134, 0.005], [0.010, 0.105, 0.026], [-0.001, -0.133, 0.010], [0.057, 0.012, -0.090], [0.039, 0.014, -0.060], [-0.007, -0.031, -0.019], [0.013, 0.041, 0.088]]
}

Record 2
{
  "formula": "C20H24F3N3O3",
  "method": "ωB97M-V with the def2-TZVPD basis set",
  "homo_energy_ev": -9.22,
  "smiles": "[H]/N=C(\\C)CN1C(=O)c2c(CCCCNC(C)=O)ccc(CCC(F)(F)F)c2C1=O",
  "lumo_energy_ha": -0.06258,
  "relative_energy_ev": 18.083,
  "energy_ev": -39877.859,
  "fmax_ev_per_a": 8.93,
  "orbital_gap_ev": 7.516,
  "species": ["H", "N", "C", "C", "C", "N", "C", "O", "C", "C", "C", "C", "C", "C", "N", "C", "C", "O", "C", "C", "C", "C", "C", "C", "F", "F", "F", "C", "C", "O", "H", "H", "H", "H", "H", "H", "H", "H", "H", "H", "H", "H", "H", "H", "H", "H", "H", "H", "H", "H", "H", "H", "H"],
  "positions_angstrom": [[1.207, -5.549, -0.709], [1.697, -4.650, -0.459], [0.926, -3.913, 0.410], [-0.538, -4.586, 0.851], [1.313, -2.464, 1.071], [2.242, -1.607, 0.239], [1.817, -1.310, -1.199], [1.824, -2.151, -2.238], [1.429, 0.279, -1.091], [0.689, 1.313, -2.132], [0.234, 0.739, -3.596], [-1.376, 0.554, -3.814], [-2.313, 0.939, -2.527], [-2.253, -0.180, -1.293], [-3.470, 0.092, -0.428], [-4.563, -0.937, -0.615], [-5.657, -1.071, 0.643], [-4.732, -1.701, -1.723], [0.443, 2.919, -1.739], [0.894, 3.534, -0.287], [1.619, 2.515, 0.822], [2.079, 3.000, 2.320], [3.660, 2.720, 2.657], [3.792, 2.265, 4.230], [5.222, 1.894, 4.549], [2.870, 1.154, 4.622], [3.419, 3.431, 5.116], [1.853, 0.967, 0.336], [2.543, -0.334, 1.057], [3.309, -0.465, 2.143], [-1.033, -3.851, 1.644], [-1.292, -4.652, -0.065], [-0.425, -5.657, 1.322], [1.835, -2.695, 2.118], [0.313, -1.891, 1.342], [0.772, -0.297, -3.802], [0.620, 1.534, -4.399], [-1.563, -0.526, -4.224], [-1.686, 1.302, -4.688], [-3.442, 0.892, -2.914], [-2.176, 2.049, -2.134], [-2.153, -1.283, -1.670], [-1.310, 0.046, -0.622], [-3.116, 0.040, 0.575], [-5.322, -0.401, 1.572], [-6.686, -0.645, 0.240], [-5.776, -2.173, 1.021], [-0.095, 3.654, -2.510], [0.720, 4.651, 0.058], [1.929, 4.184, 2.342], [1.326, 2.569, 3.134], [4.219, 3.766, 2.551], [4.159, 1.989, 1.892]],
  "forces_ev_per_a": [[0.303, 1.223, 0.560], [-2.912, 3.117, 3.593], [0.654, -3.497, -2.520], [-0.180, 1.335, 0.451], [-0.396, -1.642, 0.766], [-0.919, 1.360, -0.425], [-0.078, -1.644, -2.338], [-0.277, 5.728, 6.851], [-1.018, 5.255, 0.422], [1.202, 0.296, 2.063], [0.717, 0.536, 0.009], [-0.225, 1.082, -0.401], [-1.143, -1.132, -0.488], [1.142, 1.521, -0.670], [-0.453, -3.946, 0.461], [-0.818, -2.691, -3.198], [0.448, 0.978, -0.212], [1.413, 5.000, 6.639], [1.557, -1.807, 2.953], [0.745, -4.473, -0.586], [-0.696, -1.673, -3.354], [-0.815, 0.921, -0.647], [-0.166, 0.750, 0.400], [0.332, -0.097, 1.041], [-4.956, 1.084, -0.720], [3.346, 3.693, -1.101], [1.258, -3.793, -2.610], [-0.745, -0.378, -1.931], [2.746, -0.527, 3.389], [-4.980, 1.182, -6.590], [0.883, -1.766, -1.551], [1.844, 0.209, 1.828], [-0.003, 2.248, -0.959], [-0.952, 0.568, -2.397], [1.841, -1.131, -0.780], [-0.976, 2.340, 0.677], [-0.716, -1.813, 1.792], [0.133, 2.027, 1.082], [0.590, -1.671, 1.856], [2.419, 0.052, 0.817], [0.044, -2.491, -0.731], [-0.542, 2.138, 0.520], [-1.838, -0.420, -1.358], [-1.233, 0.208, -1.559], [-0.673, -1.414, -2.147], [2.186, -1.060, 0.857], [0.303, 2.124, -1.107], [1.361, -1.972, 1.808], [0.322, -2.600, -1.036], [0.213, -2.652, -0.078], [1.831, 0.674, -1.829], [-1.076, -2.411, 0.516], [-1.050, 1.051, 1.976]]
}